Entry from the OMol25 dataset: an isolated ion of composition C4H8NOS2 and charge +1 in a non-equilibrium geometry (wB97M-V/def2-TZVPD).

As for the structure (SMILES): S[N+]1(S)[C@@H]2COC[C@@H]21. The value obtained for the HOMO-LUMO gap is 9.67 eV. As for the total charge: +1. Its total energy is -29475.3884 eV. The largest force on an atom comes out at 2.74 eV/Å.

```
16
C4H8NOS2 wB97M-V/def2-TZVPD
S 2.659 -0.617 0.010
N 0.988 0.095 -0.100
S 0.887 1.894 -0.234
C -0.094 -0.747 -0.639
C -1.450 -0.150 -0.957
O -1.604 0.911 0.045
C -1.112 0.357 1.273
C 0.054 -0.554 0.833
H 3.038 -0.350 -1.337
H 2.211 2.059 -0.465
H 0.359 -1.670 -1.084
H -1.501 0.126 -2.019
H -2.147 -0.917 -0.869
H -1.715 -0.325 1.918
H -0.901 1.138 1.964
H 0.327 -1.249 1.660
```

Löwdin charges, unit e, in atom order: 0.88, -0.74, 0.94, -0.19, -0.08, -0.15, -0.15, -0.24, -0.04, -0.11, 0.17, 0.15, 0.12, 0.15, 0.12, 0.18